No. 1
18
Properties=species:S:1:pos:R:3 method="wB97M-V/def2-TZVPD" e_lumo_ev=0.717 smiles="CC[C@H](C=O)NC" homo_energy_ev=-9.3
C -1.85745 -1.11452 -0.87723
C -1.33461 0.43826 -0.75094
C 0.05221 0.03087 0.01142
C -0.30497 -0.70260 1.42693
O 0.15756 -1.89964 1.55677
N 0.86382 1.21878 0.31185
C 2.35992 0.89428 0.40822
H -2.68430 -1.32638 -1.54772
H -1.03973 -1.74066 -1.12693
H -2.12628 -1.42623 0.09144
H -1.15409 0.97431 -1.72231
H -1.67654 1.35824 -0.24482
H 0.65141 -0.56632 -0.73418
H -0.98444 -0.27758 2.22655
H 0.73969 1.83380 -0.52349
H 2.32132 0.04132 1.09203
H 2.87182 0.65077 -0.52413
H 3.14465 1.61328 0.92655



No. 2
19
Properties=species:S:1:pos:R:3 method="wB97M-V/def2-TZVPD" e_lumo_ev=0.383 homo_energy_ev=-8.3
C 2.24474 1.58127 -0.03636
C 1.23977 0.55821 0.48343
C -0.59657 -1.70880 -0.19172
C -1.67523 -2.64710 -0.53608
C -1.09677 -0.40197 0.27803
C -0.17540 0.77507 -0.04321
O -0.79304 1.92727 0.51146
H 1.97280 2.60758 0.24171
H 2.31899 1.53522 -1.12988
H 3.24284 1.39236 0.37133
H 1.19733 0.58636 1.58062
H 1.54576 -0.45243 0.19413
H -1.69354 -2.45793 -1.62921
H -1.39799 -3.70062 -0.43398
H -2.69314 -2.45296 -0.15929
H -1.07098 -0.56507 1.37688
H -2.14610 -0.14801 0.04283
H -0.13344 0.87296 -1.14273
H -0.29004 2.69858 0.22203



No. 3
20
Properties=species:S:1:pos:R:3 method="wB97M-V/def2-TZVPD" e_lumo_ev=0.621 smiles=C[C@@](O)([SeH])c1ccccc1 homo_energy_ev=-8.7
C -1.23341 1.49185 -0.58106
C -1.37024 0.45436 0.47520
O -1.46967 0.91876 1.75666
Se -2.81325 -0.81443 0.17676
C 0.11656 -0.37806 0.52935
C 0.32627 -1.48282 -0.25844
C 1.59440 -2.03532 -0.31070
C 2.56239 -1.54353 0.42651
C 2.35512 -0.42216 1.27862
C 1.11594 0.26527 1.28216
H -0.99320 0.95490 -1.57291
H -2.23437 2.18022 -0.60560
H -0.36100 2.08213 -0.44825
H -2.22038 1.58752 1.93378
H -2.59302 -1.08110 -1.27271
H -0.49531 -1.90695 -0.82552
H 1.68111 -2.78120 -1.07240
H 3.46599 -1.98429 0.39988
H 3.23570 -0.03835 1.85132
H 0.92270 1.19239 1.67469



No. 4
11
Properties=species:S:1:pos:R:3 method="wB97M-V/def2-TZVPD" e_lumo_ev="0.214 / 0.751" homo_energy_ev="-7.2 / -7.7"
C -0.60402 -0.19646 0.35110
C 0.61455 1.90154 1.02373
C -0.28601 -1.16843 -0.64860
O 0.30031 0.76500 0.32257
S 2.25719 2.41988 1.21724
H -1.43091 -0.17283 0.91959
H 0.04068 1.91582 2.03825
H 0.20707 -2.09556 -0.25849
H 0.27314 -0.81835 -1.51607
H -1.35389 -1.43214 -1.01170
H 2.18772 3.79999 0.95322



No. 5
56
Properties=species:S:1:pos:R:3 method="wB97M-V/def2-TZVPD" e_lumo_ev=3.945 homo_energy_ev=-1.0 charge=-2
Cs 0.60785 1.49879 0.34700
O 2.53919 4.50404 -0.96084
C 3.17118 3.43132 -0.86136
O 3.12898 2.37744 -1.49432
C 4.09453 3.30757 0.37157
O 3.32199 2.65039 1.36516
C 4.09686 2.41718 2.51294
C 3.26387 1.42220 3.33049
O 3.89908 0.49757 3.85743
O 2.08141 1.84716 3.27523
H 0.75432 4.51483 -0.63384
H 4.43220 4.31210 0.74560
H 5.01830 2.72899 0.13392
H 4.23599 3.39020 3.05289
H 5.12924 2.12387 2.25067
C -3.53047 1.17358 -0.76219
Si -3.98931 -0.66080 -0.73372
C -5.08568 -0.96982 -2.24172
C -4.75320 -1.10807 0.91800
N -2.44352 -1.39347 -0.93230
C -2.03375 -2.60260 -0.91978
C -2.87294 -3.76599 -0.83268
C -2.36551 -5.03629 -0.78639
C -1.01469 -5.26235 -1.04172
C -0.14138 -4.20807 -1.20423
C -0.56896 -2.88905 -1.04651
O 0.28171 -1.83485 -1.09127
C 1.55345 -1.91980 -0.46356
C 1.68410 -2.36902 0.86585
C 2.76138 -1.96443 1.60290
C 3.78503 -1.23993 1.01810
C 3.74101 -0.92762 -0.33331
C 2.59693 -1.22464 -1.07680
H -4.43358 1.81321 -0.72854
H -2.91107 1.40785 -1.64518
H -2.97300 1.42247 0.17142
H -6.09235 -0.52232 -2.15420
H -5.18571 -2.06053 -2.42566
H -4.59706 -0.51385 -3.10623
H -5.57736 -0.43708 1.23257
H -3.93399 -1.06944 1.69404
H -5.16516 -2.13864 0.91202
H -3.93386 -3.56968 -0.80831
H -3.06664 -5.85479 -0.56504
H -0.67871 -6.28616 -1.15768
H 0.91290 -4.42822 -1.43375
H 0.87590 -2.91911 1.33843
H 2.81519 -2.14710 2.66810
H 4.62756 -0.94294 1.61735
H 4.56266 -0.39134 -0.79938
H 2.49467 -0.89182 -2.09084
C -1.04172 5.41563 -0.17567
O -0.15468 4.29320 -0.31786
H -1.60354 5.55185 -1.13491
H -0.54439 6.35078 0.07044
H -1.77526 5.09757 0.60763



No. 6
105
Properties=species:S:1:pos:R:3 method="wB97M-V/def2-TZVPD" e_lumo_ev=-3.437 homo_energy_ev=-11.1 charge=+1
C -0.91940 0.37988 -0.70532
C 0.35252 0.45253 -0.15744
N 0.56645 1.66299 0.44492
C -0.67280 2.28604 0.56008
N -1.70798 1.91623 1.38513
N -0.68774 3.45246 -0.15681
C 0.60173 3.60988 -0.85896
C 0.94756 5.09512 -0.93230
O -0.14997 5.86202 -1.40419
C -0.47384 5.65142 -2.74261
C -1.78456 4.99523 -3.00174
O 0.28581 6.02090 -3.59796
C 1.59448 2.71087 -0.08460
O 2.43175 1.91029 -0.84165
C 3.37270 2.56875 -1.69251
C 3.63150 1.64429 -2.87050
C 2.37715 1.36838 -3.71215
B 2.26652 3.21370 1.30502
O 1.61166 4.01990 2.18827
O 3.52116 2.76677 1.61369
H -1.24438 0.94857 -1.57113
H -1.57704 -0.39208 -0.32389
H 1.07557 -0.35716 -0.16691
H -1.61408 1.97767 2.38508
H -2.53988 1.51593 0.99921
H -0.97976 4.25496 0.39769
H 0.59472 3.25940 -1.89563
H 1.18775 5.50351 0.04965
H 1.81194 5.25835 -1.57693
H -1.76520 4.53695 -3.98513
H -2.00999 4.22390 -2.27039
H -2.58155 5.73643 -2.93759
H 4.31802 2.72633 -1.16662
H 3.04219 3.54882 -2.04710
H 3.92346 0.69204 -2.42184
H 4.45202 2.02631 -3.47228
H 2.38661 1.90633 -4.65810
H 1.46738 1.64672 -3.17899
H 2.28235 0.30584 -3.92231
H 0.80848 4.37476 1.79874
H 3.51051 1.82186 1.81762
C -0.69283 -3.48874 -0.05799
O -0.54697 -2.39242 -0.60346
N -0.19454 -3.72990 1.19548
N -1.32736 -4.53637 -0.61831
H -0.28296 -4.62162 1.64681
H 0.31268 -2.99354 1.64658
H -1.69701 -4.42911 -1.54319
H -1.43554 -5.41405 -0.12785
C -1.89161 -8.26333 1.08105
O -1.78512 -7.27228 0.35915
N -1.47091 -8.25703 2.38055
N -2.43641 -9.42016 0.63696
H -1.55002 -9.05134 2.98584
H -1.07344 -7.41208 2.74394
H -2.77751 -9.46558 -0.31010
H -2.53495 -10.23430 1.21265
C -4.70291 3.01973 -1.76789
O -3.98451 2.44345 -2.56956
N -6.02672 3.24443 -1.97956
N -4.19003 3.48405 -0.58048
H -6.62164 3.71783 -1.32675
H -6.41622 2.91214 -2.84239
H -3.21425 3.30922 -0.43766
H -4.71790 3.96694 0.12201
C 4.83814 -1.12277 0.21076
O 3.81700 -1.52363 -0.32228
N 5.05248 0.22182 0.40147
N 5.82279 -1.95309 0.65173
H 5.86947 0.61073 0.83443
H 4.32980 0.83597 0.07313
H 5.68436 -2.93777 0.52008
H 6.66570 -1.63279 1.08857
C 4.10216 7.74452 -4.29169
O 4.92716 8.60231 -4.53280
N 2.92190 8.00571 -3.64928
N 4.28465 6.42948 -4.64953
H 2.23252 7.30555 -3.44623
H 2.74885 8.95626 -3.38318
H 5.13466 6.20005 -5.12828
H 3.60751 5.71230 -4.47690
C -5.56232 -9.42138 -1.42633
O -4.60835 -10.15278 -1.20652
N -5.95702 -8.45975 -0.54047
N -6.30018 -9.51422 -2.57062
H -6.73482 -7.84854 -0.69673
H -5.42606 -8.37057 0.30574
H -6.02942 -10.21425 -3.23497
H -7.08701 -8.92800 -2.77136
C 0.95134 0.70045 5.20400
O 0.39594 -0.35395 4.93353
N 1.32319 1.05114 6.46212
N 1.22450 1.60908 4.21325
H 1.77832 1.91610 6.68404
H 1.12776 0.40118 7.20031
H 0.96297 1.32238 3.28882
H 1.65302 2.50732 4.34329
C -1.02494 -4.18294 5.14403
O -1.60635 -5.21932 4.86517
N -0.54601 -3.91969 6.39758
N -0.80102 -3.20006 4.22214
H -0.06896 -3.07015 6.63152
H -0.68938 -4.61791 7.10184
H -1.14941 -3.36893 3.29769
H -0.32006 -2.33893 4.41455



Maximum force, record by record: 0.115 0.008 0.092 0.090 0.067 0.042 Eh/bohr